[1]
This record from OMol25 describes C23H27FO4 in the gas phase. The level of theory is the ωB97M-V functional and the def2-TZVPD basis.

The geometry in XYZ format:
```
55
Properties=species:S:1:pos:R:3:nbo_charge:R:1
C -3.4218 -3.2645 -1.2300 -0.60
H -3.1686 -2.8494 -2.2028 0.21
H -3.1046 -4.3045 -1.2077 0.21
H -4.5027 -3.2347 -1.1145 0.21
C -2.7435 -2.4759 -0.1091 -0.02
C -3.1299 -3.0686 1.2481 -0.61
H -2.6353 -2.5369 2.0588 0.21
H -2.8423 -4.1164 1.3013 0.21
H -4.2043 -2.9998 1.4023 0.22
C -3.1865 -1.0066 -0.1771 -0.53
C -2.5124 -0.1968 0.8958 0.64
O -3.1115 0.4756 1.6957 -0.52
C -0.9964 -0.2796 0.9087 -0.49
C -0.4572 -1.6761 0.6720 0.66
O 0.5711 -2.0364 1.1955 -0.56
C -1.2231 -2.5437 -0.2867 -0.54
H -0.9533 -2.2082 -1.2931 0.26
H -0.8671 -3.5704 -0.1797 0.24
H -0.6366 0.0788 1.8783 0.28
C -0.4409 0.6682 -0.1891 -0.20
C -1.0748 2.0328 -0.0651 -0.13
C -1.8861 2.5148 -1.0861 0.46
C -2.5143 3.7433 -1.0292 -0.30
C -2.3388 4.5301 0.0944 -0.19
C -1.5458 4.0749 1.1334 -0.22
C -0.9245 2.8414 1.0555 -0.18
H -0.3225 2.4961 1.8799 0.24
H -1.4152 4.6801 2.0171 0.22
H -2.8271 5.4903 0.1582 0.22
H -3.1330 4.0596 -1.8541 0.23
F -2.0833 1.7514 -2.1913 -0.34
H -0.7246 0.2549 -1.1643 0.26
C 1.1053 0.7168 -0.2111 -0.47
C 1.8415 0.9177 1.0973 0.65
O 1.3068 1.0643 2.1660 -0.54
C 3.3452 0.9880 0.9653 -0.52
H 3.5948 2.0405 0.8008 0.24
C 3.9641 0.1165 -0.1432 -0.03
C 5.2675 -0.4993 0.3734 -0.59
H 5.9681 0.2817 0.6600 0.21
H 5.7329 -1.1082 -0.3980 0.21
H 5.0795 -1.1304 1.2386 0.21
C 4.2779 0.9393 -1.3967 -0.61
H 4.9991 1.7206 -1.1661 0.21
H 3.3877 1.4055 -1.8111 0.20
H 4.7070 0.3006 -2.1655 0.21
C 2.9850 -1.0094 -0.4895 -0.54
C 1.6475 -0.5164 -0.9487 0.67
O 1.0149 -1.0414 -1.8287 -0.56
H 3.3972 -1.6720 -1.2525 0.24
H 2.7851 -1.6088 0.4053 0.27
H 3.7574 0.7176 1.9398 0.24
H 1.3818 1.5701 -0.8461 0.27
H -2.9220 -0.5913 -1.1522 0.24
H -4.2676 -0.9257 -0.0519 0.24
```

The largest force on an atom is 0.0156 Eh/bohr. For the gap between HOMO and LUMO, the calculation gives 0.359 hartree. Its SMILES is CC1(C)CC(=O)C(C(c2ccccc2F)C2C(=O)CC(C)(C)CC2=O)C(=O)C1. The value obtained for the relative energy (zero: lowest compared OMol25 entry of this formula, charge and spin) is 0.0 kJ/mol.

---

[2]
This record from OMol25 describes a molecular structure, C23H27MnN9O2Si. The level of theory is the ωB97M-V functional and the def2-TZVPD basis.

The geometry in XYZ format:
```
63
Properties=species:S:1:pos:R:3:nbo_charge:R:1
Mn -0.6498 0.1004 -0.1999 1.55
O -4.4047 -1.4148 -0.8071 -0.51
C -3.3507 -0.8372 -0.7823 0.66
N -2.3024 -0.9981 0.0981 -0.78
C -2.2230 -2.0466 0.9845 0.65
O -2.9549 -2.9935 1.1167 -0.52
C -0.9920 -1.8834 1.8506 0.14
C -0.7213 -2.7831 2.8628 -0.20
C 0.4071 -2.5936 3.6434 -0.12
C 1.2174 -1.4959 3.3824 -0.23
C 0.8815 -0.6422 2.3502 0.08
N -0.1977 -0.8325 1.5858 -0.50
C -3.0255 0.2553 -1.7764 0.14
C -3.9298 0.5982 -2.7608 -0.19
C -3.5881 1.5867 -3.6701 -0.12
C -2.3448 2.1939 -3.5560 -0.22
C -1.4951 1.8008 -2.5415 0.07
N -1.8259 0.8507 -1.6624 -0.49
H -1.4129 -3.6012 3.0082 0.26
H 0.6450 -3.2775 4.4469 0.24
H 2.0995 -1.2953 3.9730 0.24
H 1.4842 0.2287 2.1311 0.23
H -4.8769 0.0776 -2.7876 0.27
H -4.2792 1.8765 -4.4498 0.24
H -2.0330 2.9673 -4.2429 0.24
H -0.5214 2.2546 -2.4105 0.23
C 3.4404 -1.3317 -1.0169 -0.65
C 3.1678 0.0821 -0.5873 0.27
C 4.2120 0.9720 -0.3671 -0.31
C 3.9074 2.2582 0.0565 -0.12
C 2.5928 2.6326 0.2517 -0.32
C 1.5846 1.6855 0.0156 0.40
N 1.8979 0.4378 -0.3998 -0.56
N 0.2415 1.8444 0.1927 -1.12
Si -0.5086 3.2408 0.9544 1.77
C -2.3534 2.8375 0.9644 -1.11
C 0.1300 3.3356 2.7277 -1.13
C -0.2298 4.8396 -0.0034 -1.12
H 4.3260 -1.3799 -1.6488 0.23
H 2.5794 -1.7197 -1.5553 0.22
H 3.6123 -1.9588 -0.1373 0.22
H 5.2360 0.6631 -0.5262 0.22
H 4.7023 2.9714 0.2341 0.23
H 2.3439 3.6306 0.5827 0.22
H -2.5234 1.7684 1.1245 0.21
H -2.8381 3.1205 0.0272 0.24
H -2.8625 3.3706 1.7695 0.26
H -0.2117 2.4645 3.2919 0.24
H -0.2428 4.2300 3.2317 0.25
H 1.2208 3.3542 2.7705 0.24
H -0.3895 4.6950 -1.0738 0.24
H 0.7717 5.2500 0.1296 0.24
H -0.9399 5.5944 0.3426 0.25
N 0.2531 -6.1300 -0.5430 -0.76
C 0.6849 -4.9529 -1.0105 0.67
N 1.9326 -4.8615 -1.5006 -0.78
N -0.1444 -3.9448 -0.9426 -0.64
C -0.0149 -2.7070 -1.2362 0.58
N -0.0073 -1.5615 -1.4566 -0.60
H 0.7682 -6.9804 -0.6837 0.41
H -0.7088 -6.1864 -0.2524 0.43
H 2.5262 -5.6652 -1.6037 0.41
H 2.2374 -3.9949 -1.9083 0.42
```

The total charge is +1. The largest force on an atom is 0.0187 Eh/bohr. For the gap between HOMO and LUMO (spin up / spin down), the calculation gives 0.244 / 0.265 hartree. As for the expectation value of S²: 6.06. The spin multiplicity is 5.

---

[3]
This record from OMol25 describes C23H27N3O4S2 in the gas phase. The level of theory is the ωB97M-V functional and the def2-TZVPD basis.

The geometry in XYZ format:
```
59
Properties=species:S:1:pos:R:3:nbo_charge:R:1
C 1.3818 -3.6421 2.7370 -0.64
C 1.8712 -2.2264 2.8131 -0.03
C 2.9212 -1.8841 3.6491 -0.21
C 3.3689 -0.5769 3.7173 -0.21
C 2.7817 0.3926 2.9287 -0.21
C 1.7344 0.0866 2.0673 -0.02
C 1.2692 -1.2285 2.0378 0.18
N 0.2071 -1.6237 1.1909 -0.65
C -1.0264 -1.0866 1.1082 0.68
O -1.4213 -0.1180 1.7210 -0.62
C -1.9312 -1.8444 0.1296 -0.32
N -1.2399 -2.1436 -1.1123 -0.49
C -1.2679 -3.4168 -1.6039 0.71
O -1.7704 -4.3317 -0.9899 -0.61
C -0.6383 -3.5833 -2.9757 -0.52
C 0.8420 -3.8962 -2.8372 -0.49
H 0.9953 -4.8791 -2.3932 0.24
H 1.3500 -3.8503 -3.8011 0.22
S 1.6920 -2.7358 -1.6949 0.22
C 0.8282 -1.2166 -2.0348 -0.22
C 1.5455 -0.1334 -2.5221 -0.19
C 0.9346 1.1021 -2.6574 -0.19
C -0.3994 1.2291 -2.3246 -0.29
C -1.1327 0.1566 -1.8634 -0.25
C -0.5258 -1.0835 -1.7010 0.24
H -2.1729 0.3053 -1.6269 0.25
S -1.1965 2.8355 -2.3157 2.33
O -0.3795 3.7583 -3.0478 -0.94
O -2.5638 2.6505 -2.7155 -0.94
N -1.0691 3.1470 -0.6854 -0.69
C -0.5222 4.4308 -0.2794 -0.22
H 0.2603 4.2552 0.4667 0.19
C -1.7038 5.1742 0.3392 -0.41
H -2.3324 5.5882 -0.4502 0.21
H -1.3925 5.9752 1.0061 0.22
C -2.4338 4.0434 1.0630 -0.41
H -1.9571 3.8470 2.0237 0.21
H -3.4859 4.2602 1.2334 0.22
C -2.2425 2.8405 0.1297 -0.25
H -2.0746 1.9144 0.6859 0.23
H -3.0993 2.7099 -0.5358 0.22
H -0.0909 4.9232 -1.1489 0.24
H 1.4714 1.9673 -3.0101 0.25
H 2.5901 -0.2642 -2.7581 0.23
H -0.7872 -2.6805 -3.5712 0.23
H -1.1291 -4.4226 -3.4720 0.25
H -2.8303 -1.2476 -0.0478 0.22
H -2.2339 -2.8029 0.5646 0.27
H 0.3580 -2.5074 0.7201 0.42
C 1.1547 1.1499 1.1903 -0.63
H 0.1788 1.4543 1.5648 0.24
H 1.0146 0.7842 0.1746 0.21
H 1.8078 2.0181 1.1636 0.21
H 3.1451 1.4089 2.9683 0.21
H 4.1821 -0.3179 4.3784 0.21
H 3.3867 -2.6469 4.2555 0.21
H 1.5880 -4.0694 1.7540 0.21
H 1.8821 -4.2555 3.4813 0.22
H 0.3078 -3.6926 2.9127 0.22
```

The largest force on an atom is 0.0213 Eh/bohr. For the gap between HOMO and LUMO, the calculation gives 0.329 hartree. Its SMILES is Cc1cccc(C)c1NC(=O)CN1C(=O)CCSc2ccc(S(=O)(=O)N3CCCC3)cc21. The value obtained for the relative energy (zero: lowest compared OMol25 entry of this formula, charge and spin) is 58.9 kJ/mol.

---

[4]
This record from OMol25 describes C23H27N3O5S2 in the gas phase. The level of theory is the ωB97M-V functional and the def2-TZVPD basis.

The geometry in XYZ format:
```
60
Properties=species:S:1:pos:R:3:nbo_charge:R:1
C -7.7139 -0.6205 0.5508 -0.25
H -7.6271 -0.9839 -0.4783 0.18
O -7.3987 0.7477 0.6438 -0.49
C -6.1530 1.1567 0.2817 0.33
C -5.9105 2.5300 0.3688 -0.28
C -4.6772 3.0358 0.0187 -0.17
C -3.6607 2.2044 -0.4245 -0.30
C -3.8985 0.8402 -0.5116 0.25
C -5.1417 0.3155 -0.1577 -0.37
H -5.2929 -0.7507 -0.2339 0.22
N -2.9437 -0.0771 -0.9694 -0.63
C -1.6624 0.1384 -1.3357 0.67
O -1.0658 1.1925 -1.2921 -0.61
C -0.9733 -1.1588 -1.8061 -0.31
N -0.3870 -1.8557 -0.6685 -0.42
C -1.2248 -2.6312 0.0673 0.69
O -2.4004 -2.7649 -0.2238 -0.63
C -0.6225 -3.2917 1.2814 -0.62
H -1.3137 -4.0365 1.6711 0.26
H -0.4028 -2.5502 2.0535 0.24
S 0.9233 -4.1356 0.8403 0.30
C 1.7316 -2.6998 0.2166 -0.18
C 3.1109 -2.5850 0.3376 -0.21
C 3.7610 -1.4606 -0.1365 -0.19
C 3.0127 -0.4417 -0.6944 -0.34
C 1.6432 -0.5413 -0.8297 -0.18
C 0.9811 -1.6907 -0.4040 0.11
H 1.1100 0.2819 -1.2788 0.27
S 3.8310 1.0374 -1.3207 2.34
O 5.2097 0.7042 -1.5281 -0.94
O 3.0523 1.5107 -2.4241 -0.93
N 3.7815 2.1930 -0.1427 -0.68
C 4.7028 2.0748 0.9597 -0.23
C 4.0778 1.3661 2.1619 -0.42
H 4.7895 1.3650 2.9892 0.21
H 3.8562 0.3281 1.9023 0.20
C 2.7842 2.0717 2.5774 -0.22
C 2.1365 1.3683 3.7663 -0.60
H 1.2184 1.8739 4.0560 0.21
H 2.8102 1.3615 4.6200 0.21
H 1.8961 0.3375 3.5123 0.20
C 1.8339 2.1148 1.3781 -0.41
C 2.5071 2.7882 0.1802 -0.23
H 1.8871 2.7194 -0.7136 0.24
H 2.6793 3.8473 0.4045 0.20
H 0.9275 2.6664 1.6312 0.22
H 1.5435 1.0960 1.1145 0.20
H 3.0276 3.1004 2.8669 0.19
H 5.5721 1.5356 0.5830 0.24
H 5.0151 3.0850 1.2489 0.20
H 4.8328 -1.3603 -0.0859 0.25
H 3.6593 -3.3934 0.7950 0.23
H -1.7009 -1.8306 -2.2696 0.24
H -0.1894 -0.9159 -2.5227 0.24
H -3.2446 -1.0478 -0.9422 0.43
H -2.7007 2.6041 -0.7013 0.25
H -4.4987 4.0980 0.0873 0.22
H -6.7070 3.1706 0.7109 0.22
H -8.7496 -0.7067 0.8754 0.20
H -7.0791 -1.2262 1.2055 0.18
```

The largest force on an atom is 0.0212 Eh/bohr. For the gap between HOMO and LUMO, the calculation gives 0.317 hartree. Its SMILES is COc1cccc(NC(=O)CN2C(=O)CSc3ccc(S(=O)(=O)N4CCC(C)CC4)cc32)c1. The value obtained for the relative energy (zero: lowest compared OMol25 entry of this formula, charge and spin) is 88.5 kJ/mol.